A single C11H16N4O5 molecule at a distorted geometry. Source: the OMol25 dataset; level of theory: ωB97M-V/def2-TZVPD.

Properties
SMILES: N[C@@H](CCC(=O)O)C(=O)N[C@@H](Cc1c[nH]cn1)C(=O)O
maximum force: 4.07 eV/Å
ΔE to the lowest compared entry with this formula, charge and spin: 32.6 kcal per mole
molar mass: 284.27 g/mol
gap between HOMO and LUMO: 9.1 eV
electronic energy: -1024.022523 a.u.
HOMO energy: -8.89 eV

Each atom is followed by the atoms it is bonded to, with distances in Å.
Geometry (Å):
1 N 1.589 -2.516 -0.941  C2 1.438, H21 1.046, H22 1.001
2 C 0.415 -1.758 -0.601  N1 1.438, C3 1.544, C8 1.573, H23 1.056
3 C -0.836 -2.658 -0.515  C2 1.544, C4 1.537, H24 1.068, H25 1.119
4 C -1.067 -3.300 -1.892  C3 1.537, C5 1.496, H26 1.135, H27 1.082
5 C -2.185 -4.282 -1.738  C4 1.496, O6 1.196, O7 1.387
6 O -2.936 -4.373 -0.811  C5 1.196
7 O -2.306 -5.173 -2.795  C5 1.387, H28 0.963
8 C 0.563 -1.056 0.798  C2 1.573, O9 1.214, N10 1.354
9 O 0.864 -1.717 1.771  C8 1.214
10 N 0.150 0.232 0.861  C8 1.354, C11 1.404, H29 1.054
11 C -0.051 1.177 -0.158  N10 1.404, C12 1.564, C18 1.573, H30 1.048
12 C -0.910 2.397 0.310  C11 1.564, C13 1.498, H31 1.104, H32 1.106
13 C -0.172 3.349 1.200  C12 1.498, C14 1.384, N17 1.415
14 C 0.006 4.722 1.196  C13 1.384, N15 1.352, H33 1.128
15 N 0.760 5.010 2.281  C14 1.352, C16 1.388, H34 0.975
16 C 0.867 3.850 3.035  N15 1.388, N17 1.284, H35 1.098
17 N 0.274 2.870 2.454  C13 1.415, C16 1.284
18 C 1.326 1.465 -0.862  C11 1.573, O19 1.230, O20 1.318
19 O 2.279 0.706 -0.693  C18 1.230
20 O 1.426 2.547 -1.608  C18 1.318, H36 0.982
21 H 2.420 -1.896 -1.079  N1 1.046
22 H 1.847 -3.079 -0.155  N1 1.001
23 H 0.270 -1.062 -1.383  C2 1.056
24 H -1.763 -2.205 -0.238  C3 1.068
25 H -0.698 -3.524 0.181  C3 1.119
26 H -1.258 -2.531 -2.705  C4 1.135
27 H -0.238 -3.920 -2.206  C4 1.082
28 H -1.743 -4.893 -3.523  O7 0.963
29 H 0.468 0.645 1.777  N10 1.054
30 H -0.640 0.683 -0.871  C11 1.048
31 H -1.458 2.882 -0.517  C12 1.104
32 H -1.764 2.021 0.904  C12 1.106
33 H -0.324 5.510 0.460  C14 1.128
34 H 1.036 5.893 2.586  N15 0.975
35 H 1.407 3.822 3.991  C16 1.098
36 H 0.674 3.128 -1.356  O20 0.982